1.
Molecular formula: C6H8O6S2
Method: DFT, ωB97M-V/def2-TZVPD

XYZ file:
```
22
Properties=species:S:1:pos:R:3:forces:R:3
O 2.330 -1.874 -2.148 -0.680 -0.724 1.491
O -3.076 0.787 -0.675 1.997 0.511 0.468
O 2.161 -3.159 -0.233 -0.464 0.577 -0.800
O -1.380 1.726 -1.822 -1.431 -0.257 0.162
O 1.961 -0.847 1.049 0.882 -0.813 -0.198
O -1.700 2.141 1.606 1.912 0.073 -2.075
S -0.444 -1.499 0.389 -0.706 -1.671 -1.340
S 0.713 1.727 0.320 -1.110 0.068 -0.373
C 1.923 -2.063 -1.028 0.463 -0.082 1.147
C -1.919 1.192 -0.678 -2.412 0.085 -1.670
C 1.166 0.377 -0.849 -1.355 0.349 0.365
C -1.032 -0.134 1.358 -0.476 0.860 -1.403
C 1.218 -0.990 -0.157 -0.049 2.204 0.755
C -1.073 1.227 0.575 0.283 -0.086 3.483
H 1.732 -3.029 0.653 0.540 -0.016 -1.023
H -2.132 1.760 -2.502 1.353 -0.245 1.391
H 1.999 0.079 1.330 -0.240 0.046 -0.224
H -2.528 1.820 1.977 -0.068 -0.612 -0.513
H 0.542 0.444 -1.726 -0.683 -0.447 0.049
H 2.057 0.731 -1.275 1.922 0.034 -0.063
H -2.087 -0.334 1.586 0.307 -0.457 0.052
H -0.432 -0.083 2.251 0.013 0.602 0.320
```
Forces are in eV/Å.

Results
lowest unoccupied orbital energy	0.0125	Eh
gap between HOMO and LUMO	9.902	eV

And the Mulliken charges, in e, turn out to be: -0.52 -0.57 -0.46 -0.46 -0.56 -0.58 -0.11 -0.15 0.54 0.35 -1.41 -1.04 0.59 0.86 0.42 0.37 0.37 0.36 0.49 0.53 0.52 0.45

=====

2.
Molecular formula: C6H8O6Tm
Method: DFT, ωB97M-V/def2-TZVPD

XYZ file:
```
21
Properties=species:S:1:pos:R:3:forces:R:3
O -3.068 -1.896 -1.458 -0.330 0.373 0.888
C -2.371 -1.193 -0.701 0.008 -0.613 -1.354
O -1.255 -1.770 -0.309 4.021 0.910 1.530
O -2.771 -0.020 -0.358 0.471 0.981 -0.110
C -1.868 0.964 0.216 -0.078 -1.319 0.222
C -0.640 1.163 -0.613 -2.459 0.443 -1.430
C 0.506 1.574 -0.060 2.600 -0.027 2.353
C 1.848 1.256 -0.634 0.724 -1.172 -1.187
Tm -2.639 -4.009 -0.864 -0.003 -0.516 -0.231
H -1.633 0.644 1.239 -0.065 0.299 -0.034
H -2.481 1.872 0.242 0.181 0.361 0.021
H -0.729 1.114 -1.703 0.021 -0.343 0.025
H 0.505 2.002 0.948 -0.019 0.005 -0.048
H 2.460 2.167 -0.618 -0.180 0.474 -0.036
H 1.788 0.914 -1.674 -0.119 0.140 0.130
O 2.705 0.319 0.034 1.203 1.874 -0.029
C 2.441 -0.624 0.890 -3.323 0.318 1.637
O 1.574 -1.459 0.636 -1.296 -0.703 -0.649
H 2.852 -1.255 2.639 -0.116 0.026 0.041
O 2.879 -0.437 2.111 1.316 -0.132 -1.164
H -0.103 -1.329 0.037 -2.557 -1.379 -0.574
```
Forces are in eV/Å.

Results
lowest unoccupied orbital energy (spin up / spin down)	-0.4416 / -0.5744	Eh
gap between HOMO and LUMO (spin up / spin down)	9.377 / 4.367	eV
⟨S²⟩	2.0078
total charge	+3
spin multiplicity	3

And the Mulliken charges, in e, turn out to be: -0.62 1.17 -0.66 -0.25 -0.59 -0.18 0.18 -0.51 1.57 0.40 0.38 0.43 0.42 0.35 0.40 -0.26 0.81 -0.70 0.40 -0.33 0.59

=====

3.
Molecular formula: C6H8O6Yb
Method: DFT, ωB97M-V/def2-TZVPD

XYZ file:
```
21
Properties=species:S:1:pos:R:3:forces:R:3
O 0.439 -0.353 2.353 0.927 -1.443 -0.672
C 0.316 1.901 0.241 -0.686 0.844 0.377
C -0.857 0.042 2.571 -1.090 0.649 0.710
O 0.863 2.971 0.095 -0.109 -1.636 -0.197
O -0.806 1.848 0.932 -0.611 0.251 0.512
C -1.523 0.670 1.353 0.254 -0.002 -0.395
H -0.871 0.793 3.389 -0.056 -0.245 -0.338
H -1.541 -0.771 2.897 0.397 0.083 -0.105
H -2.526 1.037 1.607 0.306 -0.076 0.026
H -1.617 -0.014 0.506 0.160 -0.104 0.179
H 0.316 -2.526 -2.191 -0.127 0.207 0.307
O 2.048 0.333 -0.011 -0.789 -1.373 0.283
O 0.163 -1.314 -0.464 0.432 -1.075 1.441
C 0.021 -1.524 -1.831 -0.303 0.447 0.003
C 0.908 -0.474 -2.488 0.005 0.130 -0.284
O 0.632 0.727 -1.754 -0.415 -0.578 0.319
C 0.897 0.635 -0.436 2.752 1.886 -1.220
H -1.037 -1.323 -2.084 0.352 -0.257 -0.223
H 0.620 -0.279 -3.526 0.246 0.013 0.252
H 1.972 -0.735 -2.401 -0.243 0.125 -0.085
Yb 1.581 -1.646 1.245 -1.402 2.155 -0.890
```
Forces are in eV/Å.

Results
lowest unoccupied orbital energy (spin up / spin down)	-0.0011 / -0.0422	Eh
gap between HOMO and LUMO (spin up / spin down)	6.127 / 8.880	eV
⟨S²⟩	2.0012
spin multiplicity	3

And the Mulliken charges, in e, turn out to be: -0.43 0.35 -0.43 -0.56 -0.36 -0.24 0.27 0.33 0.37 0.12 0.31 -0.65 -0.27 -0.45 -0.42 -0.35 1.30 0.26 0.33 0.26 0.26

=====

4.
Molecular formula: C6H8OS
Method: DFT, ωB97M-V/def2-TZVPD

XYZ file:
```
16
Properties=species:S:1:pos:R:3:forces:R:3
C 1.481 -1.535 1.663 2.142 -0.845 1.592
C 1.843 -0.690 0.734 0.651 0.964 -0.879
C 0.970 -0.269 -0.407 2.028 0.462 -2.257
C -1.351 0.559 -0.665 -1.274 -2.772 -0.985
C -1.936 1.667 0.058 -1.487 4.273 -0.067
C -0.497 1.279 0.220 2.690 0.664 0.888
H 0.605 -2.151 1.629 -0.529 0.199 0.300
H 2.293 -1.719 2.425 -1.311 -0.256 -0.653
H 2.913 -0.324 0.700 -1.482 -0.019 0.150
H 1.505 -0.579 -1.360 -0.339 0.721 0.987
H -1.281 0.876 -1.688 0.396 0.340 -0.289
H -2.390 1.676 1.052 -0.166 -0.237 -0.450
H -2.310 2.544 -0.633 0.661 -1.967 1.457
H -0.339 0.920 1.274 -0.344 0.002 -1.228
O 0.793 1.188 -0.476 -0.327 0.076 0.989
S -0.650 -1.051 -0.576 -1.310 -1.606 0.445
```
Forces are in eV/Å.

Results
lowest unoccupied orbital energy	0.0318	Eh
gap between HOMO and LUMO	9.517	eV

And the Mulliken charges, in e, turn out to be: -0.66 -0.30 0.12 0.00 -0.48 -0.02 0.29 0.24 0.29 0.36 0.12 0.27 0.22 0.21 -0.43 -0.23

=====

Relative energy (zero: lowest compared OMol25 entry of this formula, charge and spin) / kJ/mol: 0.0, 171.6, 30.1, 493.0
E / a.u.: -1481.23971, -1768.80321, -1843.49432, -706.65840